Formula: C31H62Cl24FNO4Si
Source: OMol25
Level of theory: ωB97M-V with the def2-TZVPD basis set

Charge: 0
Highest occupied orbital energy: -8.70 eV
F_max: 8.36 eV/Å
Lowest unoccupied orbital energy: 0.29 eV
HOMO-LUMO gap: 8.991 eV
E: -353970.86227 eV

Structure (XYZ):
```
124
Properties=species:S:1:pos:R:3:mulliken_charge:R:1
C 2.13 -0.77 0.57 -1.229
N 1.14 0.04 -0.12 -0.138
C -0.13 0.00 0.59 -1.202
Si -1.35 1.07 -0.35 -0.094
F -1.05 0.96 -1.89 -0.248
C -1.22 2.85 0.22 -0.783
C 0.01 3.63 -0.32 -0.479
C 1.07 3.78 0.72 0.314
O 1.03 4.63 1.48 -0.481
O 2.05 2.87 0.71 -0.417
C -3.12 0.55 0.02 -0.283
C -3.17 -0.56 0.98 -0.107
O -3.39 -1.62 0.64 -0.360
O -2.91 -0.29 2.24 -0.137
H 3.11 -0.62 0.17 0.410
H 1.88 -1.82 0.46 0.312
H 2.16 -0.52 1.60 0.433
H 1.00 -0.42 -1.01 0.204
H -0.46 -1.03 0.66 0.881
H 0.04 0.40 1.57 0.565
H -1.20 2.83 1.29 0.417
H -2.10 3.35 -0.12 0.595
H 0.42 3.22 -1.22 0.356
H -0.33 4.62 -0.53 0.402
H 1.72 2.06 1.11 0.210
H -3.59 0.27 -0.90 0.331
H -3.67 1.38 0.41 0.533
H -3.47 0.48 2.49 -0.052
Cl -3.55 1.31 -3.80 -0.242
C -2.59 0.56 -5.11 0.567
C -3.38 -0.44 -5.90 -0.256
Cl -3.78 -1.89 -4.95 -0.205
H -1.71 0.11 -4.66 0.160
H -2.26 1.37 -5.77 -0.581
H -2.80 -0.77 -6.76 0.196
H -4.31 -0.01 -6.26 0.360
Cl -1.64 2.32 -7.85 -0.195
C -1.90 4.06 -7.57 -0.262
C -0.64 4.76 -7.14 -0.494
Cl -0.11 4.25 -5.52 -0.149
H -2.69 4.16 -6.83 0.328
H -2.26 4.48 -8.50 0.108
H -0.82 5.83 -7.10 0.329
H 0.18 4.57 -7.83 0.324
Cl -5.13 5.31 -8.27 -0.178
C -5.19 4.96 -10.02 -0.467
C -6.08 3.77 -10.31 -0.488
Cl -5.37 2.26 -9.68 -0.108
H -4.18 4.79 -10.36 0.308
H -5.58 5.84 -10.51 0.348
H -6.19 3.65 -11.38 0.288
H -7.06 3.89 -9.87 0.316
Cl -7.21 -2.38 0.91 -0.228
C -5.83 -3.51 1.09 0.002
C -6.28 -4.89 1.50 -0.330
Cl -6.94 -4.92 3.16 -0.196
H -5.14 -3.09 1.82 -0.161
H -5.33 -3.56 0.13 0.297
H -5.44 -5.57 1.48 0.189
H -7.05 -5.27 0.83 0.377
Cl -4.22 -1.77 -9.06 -0.112
C -5.01 -2.22 -10.60 -0.553
C -4.21 -1.78 -11.79 -0.446
Cl -4.19 0.00 -11.96 -0.149
H -6.01 -1.79 -10.60 0.313
H -5.11 -3.30 -10.60 0.328
H -4.66 -2.18 -12.70 0.307
H -3.19 -2.12 -11.74 0.318
Cl 4.58 0.96 2.75 -0.195
C 4.79 -0.06 4.20 0.053
C 5.22 -1.46 3.86 -0.352
Cl 3.93 -2.38 3.02 -0.171
H 3.85 -0.06 4.75 0.387
H 5.56 0.42 4.83 -0.263
H 5.45 -2.01 4.78 0.359
H 6.10 -1.47 3.22 0.204
Cl -3.02 -3.46 2.87 -0.052
C -2.75 -4.41 4.36 -0.566
C -2.30 -5.82 4.07 -0.410
Cl -3.58 -6.82 3.32 -0.180
H -3.67 -4.39 4.93 0.287
H -1.97 -3.90 4.92 0.326
H -2.03 -6.32 5.00 0.332
H -1.44 -5.84 3.41 0.282
Cl 6.41 0.93 6.79 -0.233
C 6.14 2.67 7.07 -0.432
C 7.41 3.40 7.40 -0.502
Cl 8.07 2.93 8.99 -0.146
H 5.41 2.77 7.87 0.364
H 5.70 3.08 6.16 0.287
H 7.22 4.47 7.44 0.308
H 8.18 3.22 6.65 0.348
Cl 2.03 -1.18 -4.03 -0.123
C 3.36 -2.29 -3.64 -0.571
C 2.87 -3.66 -3.25 -0.426
Cl 2.02 -3.66 -1.68 -0.122
H 3.96 -1.84 -2.85 0.308
H 3.97 -2.37 -4.54 0.364
H 3.71 -4.34 -3.15 0.238
H 2.19 -4.07 -3.99 0.349
Cl -4.54 2.16 3.17 -0.240
C -3.59 1.94 4.67 -0.356
C -4.24 2.61 5.85 -0.546
Cl -4.20 4.38 5.71 -0.185
H -2.59 2.32 4.50 0.319
H -3.53 0.86 4.85 0.341
H -3.71 2.34 6.76 0.344
H -5.28 2.30 5.96 0.344
Cl 7.20 -2.80 1.03 -0.192
C 6.85 -4.43 1.65 -0.324
C 6.70 -5.45 0.55 -0.546
Cl 5.24 -5.19 -0.45 -0.132
H 5.95 -4.36 2.26 0.225
H 7.68 -4.72 2.29 0.333
H 6.60 -6.44 0.99 0.331
H 7.55 -5.45 -0.12 0.320
Cl 5.86 0.38 13.19 -0.191
C 6.82 1.67 12.41 -0.302
C 8.02 2.06 13.24 -0.395
Cl 7.55 2.90 14.74 -0.187
H 6.17 2.51 12.23 0.320
H 7.15 1.28 11.45 0.143
H 8.64 2.75 12.67 0.253
H 8.62 1.20 13.51 0.351
```